1.
Density functional theory data (wB97M-V/def2-TZVPD) for 3 unconnected molecules or ions with the total composition C22H33N4O.

Cartesian coordinates (Å):
C 3.565 -3.062 -0.040
C 3.187 -2.842 -1.497
N 3.568 -1.472 -1.933
C 2.638 -0.486 -1.621
N 1.360 -0.420 -2.027
C 0.742 0.678 -1.477
C -0.703 1.004 -1.657
C -1.570 -0.253 -1.423
N -1.319 -0.738 -0.064
C 1.699 1.334 -0.742
C 1.613 2.598 0.027
N 2.858 0.567 -0.840
C 4.157 0.838 -0.184
O 3.986 1.211 1.126
C 3.479 0.192 1.977
H 3.620 -4.119 0.196
H 2.844 -2.602 0.633
H 4.534 -2.605 0.134
H 2.129 -3.041 -1.666
H 3.761 -3.526 -2.113
H 3.732 -1.453 -2.934
H 0.941 -1.107 -2.630
H -0.937 1.704 -0.863
H -0.888 1.443 -2.634
H -1.215 -1.012 -2.116
H -2.612 -0.016 -1.613
H -1.202 -1.739 -0.042
H -2.075 -0.505 0.562
H 1.963 2.481 1.045
H 2.233 3.371 -0.427
H 0.597 2.968 0.038
H 4.770 -0.052 -0.315
H 4.633 1.667 -0.699
H 2.685 -0.389 1.510
H 4.257 -0.483 2.331
H 3.049 0.690 2.839
C -5.497 2.250 -3.819
C -6.691 2.330 -3.118
C -6.681 2.587 -1.754
C -5.476 2.767 -1.090
C -4.282 2.688 -1.792
C -4.291 2.428 -3.156
H -5.506 2.053 -4.883
H -7.632 2.196 -3.635
H -7.614 2.649 -1.208
H -5.469 2.971 -0.027
H -3.341 2.835 -1.275
H -3.359 2.370 -3.705
C 0.263 -3.078 3.777
C 0.442 -2.112 2.797
C 0.159 -0.779 3.068
C -0.302 -0.413 4.324
C -0.480 -1.378 5.306
C -0.199 -2.709 5.033
H 0.482 -4.116 3.563
H 0.803 -2.399 1.815
H 0.296 -0.036 2.292
H -0.524 0.624 4.540
H -0.839 -1.092 6.286
H -0.342 -3.461 5.798

## Properties
Kohn-Sham gap in eV: 8.87
Net charge: +1
ΔE to the lowest compared entry with this formula, charge and spin in kcal per mole: 0.0
HOMO energy in eV: -11.35
Total energy in eV: -31351.50832

Let us look at the Mulliken charges, expressed in e, one per atom: number 1, C, carries -0.783; number 2, C, carries -0.355; number 3, N, carries -0.206; number 4, C, carries -0.315; number 5, N, carries -0.051; number 6, C, carries 0.723; number 7, C, carries -0.404; number 8, C, carries -0.925; number 9, N, carries -0.332; number 10, C, carries 0.337; number 11, C, carries -1.630; number 12, N, carries 0.298; number 13, C, carries -0.559; number 14, O, carries -0.368; number 15, C, carries -0.327; number 16, H, carries 0.446; number 17, H, carries -0.031; number 18, H, carries 0.255; number 19, H, carries 0.276; number 20, H, carries 0.440; number 21, H, carries 0.333; number 22, H, carries 0.344; number 23, H, carries 0.137; number 24, H, carries 0.208; number 25, H, carries 0.303; number 26, H, carries 0.491; number 27, H, carries 0.186; number 28, H, carries 0.226; number 29, H, carries 0.289; number 30, H, carries 0.363; number 31, H, carries 0.418; number 32, H, carries 0.391; number 33, H, carries 0.300; number 34, H, carries -0.077; number 35, H, carries 0.354; number 36, H, carries 0.288; number 37, C, carries -0.403; number 38, C, carries -0.415; number 39, C, carries -0.350; number 40, C, carries -0.524; number 41, C, carries -0.106; number 42, C, carries -0.411; number 43, H, carries 0.375; number 44, H, carries 0.369; number 45, H, carries 0.370; number 46, H, carries 0.375; number 47, H, carries 0.395; number 48, H, carries 0.327; number 49, C, carries -0.582; number 50, C, carries -0.277; number 51, C, carries -0.166; number 52, C, carries -0.713; number 53, C, carries -0.380; number 54, C, carries -0.415; number 55, H, carries 0.386; number 56, H, carries 0.313; number 57, H, carries 0.651; number 58, H, carries 0.380; number 59, H, carries 0.376; number 60, H, carries 0.381


2.
Density functional theory data (wB97M-V/def2-TZVPD) for a molecular structure, C25H36NO2Ru at a distorted geometry.

Cartesian coordinates (Å):
O 0.341 -2.356 -4.106
C 0.573 -3.798 -3.993
C 0.736 -4.009 -5.490
H -0.309 -4.279 -3.544
H 1.498 -4.040 -3.451
C 0.426 -2.497 -5.546
H -0.015 -4.660 -5.942
H 1.763 -4.258 -5.776
C -0.889 -2.236 -6.245
H -1.695 -2.840 -5.813
H -0.780 -2.502 -7.304
H -1.154 -1.177 -6.186
C 1.553 -1.677 -6.125
H 2.493 -1.870 -5.597
H 1.309 -0.613 -6.061
H 1.681 -1.944 -7.180
Ru 0.155 2.030 1.828
C 2.156 2.951 2.615
C 2.080 1.809 3.461
C 1.907 0.653 2.656
H 2.136 1.824 4.547
C 1.862 1.063 1.274
C 2.040 2.506 1.247
H 2.197 3.093 0.357
H 2.304 3.981 2.923
H 1.830 -0.379 2.995
H 1.810 0.421 0.407
C -1.583 3.839 1.955
C -0.425 3.902 1.103
C -0.540 2.817 0.129
H 0.320 4.691 1.082
C -1.711 2.044 0.499
C -2.346 2.707 1.591
H -3.275 2.387 2.054
H -1.816 4.566 2.725
H 0.042 2.705 -0.777
H -2.072 1.174 -0.049
O -1.108 -1.737 -1.207
C -0.147 -0.830 -1.785
C 1.276 -1.353 -1.503
H -0.281 0.183 -1.353
H -0.334 -0.715 -2.863
C 1.074 -2.752 -0.895
H 1.692 -0.708 -0.723
H 1.913 -1.314 -2.386
C -0.357 -2.636 -0.346
H 1.826 -3.024 -0.145
H 1.093 -3.520 -1.682
H -0.324 -2.210 0.679
H -0.891 -3.600 -0.296
C -0.292 3.447 5.246
C -0.930 2.142 5.015
C -1.679 1.371 5.945
C -2.100 0.216 5.273
C -1.611 0.322 3.944
C -1.850 -0.613 2.830
N -0.891 1.471 3.820
H 0.797 3.349 5.343
H -0.677 3.874 6.178
H -0.506 4.147 4.429
H -1.863 1.673 6.969
H -2.682 -0.627 5.622
H -1.655 -1.642 3.163
H -2.897 -0.551 2.492
H -1.199 -0.390 1.969

## Properties
Kohn-Sham gap (spin up / spin down) in eV: 5.24 / 5.52
ΔE to the lowest compared entry with this formula, charge and spin in kcal per mole: 5.6
HOMO energy (spin up / spin down) in eV: -4.45 / -7.49
Multiplicity: 6
Total energy in eV: -34667.80284
Expectation value of S²: 8.79

Let us look at the Mulliken charges, expressed in e, one per atom: number 1, O, carries -0.165; number 2, C, carries -0.564; number 3, C, carries -0.848; number 4, H, carries 0.256; number 5, H, carries 0.367; number 6, C, carries 1.470; number 7, H, carries 0.333; number 8, H, carries 0.288; number 9, C, carries -1.737; number 10, H, carries 0.378; number 11, H, carries 0.426; number 12, H, carries 0.366; number 13, C, carries -1.738; number 14, H, carries 0.366; number 15, H, carries 0.376; number 16, H, carries 0.412; number 17, Ru, carries 0.561; number 18, C, carries -0.079; number 19, C, carries -0.791; number 20, C, carries -0.060; number 21, H, carries 0.633; number 22, C, carries -0.441; number 23, C, carries -1.328; number 24, H, carries 0.628; number 25, H, carries 0.460; number 26, H, carries 0.460; number 27, H, carries -0.030; number 28, C, carries -0.259; number 29, C, carries -0.928; number 30, C, carries -0.795; number 31, H, carries 0.564; number 32, C, carries -0.297; number 33, C, carries -0.948; number 34, H, carries 0.492; number 35, H, carries 0.757; number 36, H, carries 0.546; number 37, H, carries 0.505; number 38, O, carries -0.492; number 39, C, carries 0.713; number 40, C, carries 0.258; number 41, H, carries -0.550; number 42, H, carries 0.195; number 43, C, carries -0.435; number 44, H, carries -0.404; number 45, H, carries 0.316; number 46, C, carries -0.222; number 47, H, carries 0.496; number 48, H, carries -0.152; number 49, H, carries -0.110; number 50, H, carries 0.419; number 51, C, carries -1.043; number 52, C, carries 0.336; number 53, C, carries -0.784; number 54, C, carries -1.081; number 55, C, carries 0.294; number 56, C, carries -0.667; number 57, N, carries 1.083; number 58, H, carries 0.136; number 59, H, carries 0.410; number 60, H, carries 0.145; number 61, H, carries 0.509; number 62, H, carries 0.502; number 63, H, carries 0.485; number 64, H, carries 0.308; number 65, H, carries -0.301


3.
Density functional theory data (wB97M-V/def2-TZVPD) for a molecular structure, C27H29MnN5S2Si at a distorted geometry.

Cartesian coordinates (Å):
Mn -0.338 0.217 -0.321
N 0.782 -0.339 1.433
C 1.088 -1.784 1.477
C 1.298 -2.273 0.060
N 0.280 -1.719 -0.870
C -0.924 -2.567 -1.031
C -1.794 -2.487 0.214
N -1.934 -1.068 0.621
H 0.236 -0.060 2.234
H 1.632 0.209 1.472
H 1.977 -1.992 2.064
H 0.266 -2.297 1.962
H 2.267 -1.923 -0.291
H 1.301 -3.363 0.020
H 0.729 -1.658 -1.768
H -1.470 -2.182 -1.892
H -0.650 -3.600 -1.239
H -2.757 -2.951 0.021
H -1.338 -3.046 1.023
H -2.754 -0.668 0.192
H -2.096 -0.989 1.617
S -0.436 2.290 0.780
C -1.572 2.805 -0.377
S -2.163 1.407 -1.317
C -2.035 4.050 -0.632
C -2.926 4.281 -1.732
N -3.618 4.424 -2.646
C -1.580 5.160 0.156
N -1.193 6.049 0.782
C 5.014 -1.684 -2.523
C 3.763 -1.784 -3.120
C 2.744 -0.909 -2.761
C 2.933 0.080 -1.786
C 4.200 0.146 -1.185
C 5.232 -0.710 -1.557
Si 1.687 1.316 -1.055
C 1.770 3.054 -1.758
C 0.809 3.700 -2.540
C 0.972 5.020 -2.941
C 2.106 5.726 -2.565
C 3.075 5.105 -1.787
C 2.901 3.789 -1.383
H 5.812 -2.362 -2.808
H 3.579 -2.542 -3.877
H 1.795 -1.012 -3.272
H 4.395 0.885 -0.407
H 6.204 -0.617 -1.084
H 2.322 1.484 0.282
H -0.090 3.188 -2.851
H 0.203 5.500 -3.541
H 2.228 6.761 -2.867
H 3.961 5.650 -1.482
H 3.665 3.329 -0.756
C -0.653 0.639 -2.001
C -0.646 0.414 -3.456
C -1.799 -0.131 -4.051
C -1.840 -0.396 -5.406
C -0.746 -0.089 -6.207
C 0.385 0.477 -5.641
C 0.442 0.719 -4.277
H -2.672 -0.343 -3.443
H -2.736 -0.821 -5.844
H -0.785 -0.278 -7.275
H 1.232 0.741 -6.264
H 1.322 1.192 -3.868

## Properties
Kohn-Sham gap (spin up / spin down) in eV: 7.02 / 7.11
Net charge: +1
ΔE to the lowest compared entry with this formula, charge and spin in kcal per mole: 18.6
HOMO energy (spin up / spin down) in eV: -11.01 / -11.00
Total energy in eV: -96780.64176

Let us look at the Mulliken charges, expressed in e, one per atom: number 1, Mn, carries -0.938; number 2, N, carries -0.276; number 3, C, carries -1.040; number 4, C, carries -0.009; number 5, N, carries -0.008; number 6, C, carries -0.557; number 7, C, carries -0.818; number 8, N, carries -0.384; number 9, H, carries 0.314; number 10, H, carries 0.238; number 11, H, carries 0.527; number 12, H, carries 0.259; number 13, H, carries 0.015; number 14, H, carries 0.455; number 15, H, carries -0.029; number 16, H, carries 0.249; number 17, H, carries 0.509; number 18, H, carries 0.522; number 19, H, carries 0.255; number 20, H, carries 0.360; number 21, H, carries 0.215; number 22, S, carries -0.484; number 23, C, carries 0.715; number 24, S, carries -0.706; number 25, C, carries 1.074; number 26, C, carries -0.150; number 27, N, carries -0.467; number 28, C, carries -0.324; number 29, N, carries -0.444; number 30, C, carries -0.588; number 31, C, carries -0.907; number 32, C, carries 0.324; number 33, C, carries 0.810; number 34, C, carries -0.735; number 35, C, carries -0.812; number 36, Si, carries 1.225; number 37, C, carries 1.017; number 38, C, carries 0.223; number 39, C, carries -1.042; number 40, C, carries -0.604; number 41, C, carries -0.734; number 42, C, carries -0.960; number 43, H, carries 0.401; number 44, H, carries 0.468; number 45, H, carries 0.348; number 46, H, carries 0.234; number 47, H, carries 0.438; number 48, H, carries -0.418; number 49, H, carries 0.463; number 50, H, carries 0.469; number 51, H, carries 0.400; number 52, H, carries 0.420; number 53, H, carries 0.164; number 54, C, carries 1.002; number 55, C, carries 1.375; number 56, C, carries -0.652; number 57, C, carries -0.940; number 58, C, carries -0.616; number 59, C, carries -1.278; number 60, C, carries 0.042; number 61, H, carries 0.420; number 62, H, carries 0.435; number 63, H, carries 0.430; number 64, H, carries 0.477; number 65, H, carries 0.630